No. 1
# C12H18ClF2NO2PS2

2 unconnected molecules or ions with the total composition C12H18ClF2NO2PS2 at a distorted geometry (ωB97M-V/def2-TZVPD, the OMol25 dataset).

The total energy is -67229.5237 eV. The calculation puts the largest force on an atom at 3.4 eV/A. The charge is +1. The frontier orbital gap is 6.7 eV.

CARTESIAN COORDINATES (ANGSTROEM)
O -1.405 2.846 -5.130
P -2.293 3.161 -3.724
Cl -2.086 5.209 -3.286
C -1.368 2.340 -2.276
C 0.097 2.523 -2.180
F 0.750 3.268 -3.094
C 0.780 1.914 -1.067
N 0.129 1.170 -0.105
C 0.991 0.650 0.995
C 1.538 1.764 1.979
C 0.627 3.040 2.127
S -0.542 2.985 3.559
C -1.239 0.962 -0.153
S -2.128 0.009 1.108
C -2.020 1.531 -1.254
F -3.343 1.346 -1.344
H -0.561 2.412 -4.885
H 1.885 2.066 -0.975
H 1.893 0.210 0.483
H 0.523 -0.223 1.525
H 2.546 2.090 1.597
H 1.660 1.314 2.997
H 1.317 3.903 2.348
H 0.062 3.331 1.207
H -1.163 1.766 3.481
H -2.672 0.995 1.913
C 0.913 -4.875 -0.178
C -0.483 -4.282 -0.114
C -0.402 -3.427 1.138
O 0.958 -2.983 1.251
C 1.767 -3.724 0.324
H 1.200 -5.214 -1.173
H 0.988 -5.723 0.507
H -0.659 -3.649 -0.990
H -1.277 -5.028 -0.068
H -0.642 -4.009 2.033
H -1.066 -2.561 1.098
H 2.045 -3.049 -0.494
H 2.677 -4.061 0.821

***

No. 2
# C12H18F12KNO12S4

A molecular structure, C12H18F12KNO12S4 at a distorted geometry (ωB97M-V/def2-TZVPD, the OMol25 dataset).

The total energy is -131071.7087 eV. The calculation puts the largest force on an atom at 5.1 eV/A. The charge is -2. The frontier orbital gap is 5.3 eV.

CARTESIAN COORDINATES (ANGSTROEM)
K 21.582 10.768 -11.732
C 21.135 6.690 -18.330
C 21.718 5.335 -18.330
C 21.970 4.939 -19.855
N 22.800 3.647 -20.112
C 24.297 4.038 -19.910
C 22.392 2.505 -19.181
C 22.949 1.236 -19.807
C 23.077 1.428 -21.283
C 22.571 2.892 -21.479
H 21.437 7.373 -19.124
H 21.320 7.226 -17.399
H 20.066 6.620 -18.535
H 21.035 4.709 -17.757
H 22.678 5.371 -17.815
H 22.582 5.732 -20.285
H 21.021 4.784 -20.369
H 24.456 4.468 -18.921
H 24.594 4.665 -20.751
H 24.827 3.091 -20.013
H 22.695 2.596 -18.138
H 21.310 2.629 -19.227
H 23.875 0.910 -19.333
H 22.416 0.327 -19.528
H 24.099 1.290 -21.636
H 22.335 0.886 -21.870
H 22.843 3.446 -22.377
H 21.488 2.887 -21.601
C 28.150 8.837 -16.128
F 27.632 7.673 -15.743
F 28.962 9.292 -15.198
F 28.814 8.578 -17.285
S 26.711 9.953 -16.477
O 27.304 11.294 -16.693
O 26.081 9.417 -17.752
O 25.813 9.913 -15.330
C 15.233 9.850 -11.007
F 15.651 8.796 -10.371
F 15.465 9.576 -12.315
F 13.959 10.035 -10.883
S 16.229 11.481 -10.641
O 15.253 12.490 -10.368
O 17.051 11.197 -9.439
O 16.979 11.757 -11.829
C 27.252 13.466 -7.919
F 27.238 12.336 -8.533
F 27.460 13.345 -6.580
F 28.231 14.258 -8.497
S 25.455 14.111 -8.155
O 25.321 15.337 -7.416
O 25.525 14.319 -9.616
O 24.520 13.107 -7.764
C 23.081 3.951 -11.569
F 23.699 5.101 -11.089
F 23.326 3.787 -12.821
F 23.481 2.898 -10.943
S 21.172 4.178 -11.460
O 20.581 3.377 -12.476
O 20.861 3.784 -10.094
O 20.918 5.654 -11.710

***

Number 1: highest occupied orbital energy -12.2 eV. Number 2: highest occupied orbital energy -4.2 eV.